Entry 1:
Here is a 2-piece molecular cluster, CCl2O3P overall from the Open Molecules 2025 dataset. Energies are from the ωB97M-V functional and the def2-TZVPD basis.

Values from the calculation:
HOMO energy in eV: -4.240
Frontier orbital gap in eV: 7.8

Geometry as ORCA input:
```
! RIJCOSX wB97M-V def2-TZVPD def2/J DEFGRID3
* xyz -1 1
C 1.035 -1.454 -0.456
O 0.370 -2.296 -0.049
O 1.809 -0.752 -0.932
O 0.169 0.526 1.463
P -0.675 0.537 0.084
Cl -0.139 2.328 -0.800
Cl -2.569 1.112 0.690
*
```


Entry 2:
Here is a 2-piece molecular cluster, C2H10N2O overall from the Open Molecules 2025 dataset. Energies are from the ωB97M-V functional and the def2-TZVPD basis.

Values from the calculation:
HOMO energy in eV: -9.227
Frontier orbital gap in eV: 10.1
Structure (SMILES): NCCO.N

Geometry as ORCA input:
```
! RIJCOSX wB97M-V def2-TZVPD def2/J DEFGRID3
* xyz 0 1
C 0.307 -0.524 -0.369
O 1.071 -0.388 0.829
C 0.291 0.705 -1.207
N -0.355 0.417 -2.469
H 0.733 -1.392 -0.976
H -0.726 -0.895 -0.172
H -0.180 1.646 -0.666
H 1.303 1.029 -1.361
H -0.597 1.237 -2.956
H 0.289 -0.088 -3.014
N -0.982 -0.191 2.724
H -1.415 0.502 3.360
H 0.490 -0.096 1.492
H -0.923 -1.090 3.224
H -1.772 -0.420 2.102
*
```


Entry 3:
Here is C28H49N7O4SSiTc as an isolated structure from the Open Molecules 2025 dataset. Energies are from the ωB97M-V functional and the def2-TZVPD basis.

Values from the calculation:
<S²>: 3.88
HOMO energy (spin up / spin down) in eV: -13.868 / -13.870
Frontier orbital gap (spin up / spin down) in eV: 6.2 / 6.3

Geometry as ORCA input:
```
! RIJCOSX wB97M-V def2-TZVPD def2/J DEFGRID3
* xyz 2 4
Tc -0.021 -0.535 0.227
C -0.301 0.754 1.971
C 0.929 1.462 2.380
C 1.015 2.635 1.701
C -0.119 2.744 0.833
C -0.938 1.643 1.003
H -0.874 0.279 2.765
H 1.640 1.084 3.096
H 1.810 3.358 1.774
H -0.301 3.578 0.172
H -1.964 1.586 0.667
C -0.715 1.090 -4.299
C -1.004 -0.032 -3.308
C -2.320 0.253 -2.584
C -1.043 -1.377 -4.025
O 0.041 -0.068 -2.280
Si 1.680 -0.010 -2.526
S 2.079 0.188 -0.377
O 2.108 -1.440 -3.095
C 3.294 -1.972 -3.739
C 4.477 -1.817 -2.791
C 2.988 -3.439 -4.007
C 3.548 -1.234 -5.047
O 2.288 1.211 -3.332
C 2.836 2.544 -3.192
C 4.257 2.415 -2.658
C 2.824 3.139 -4.594
C 1.974 3.362 -2.239
H -1.499 1.118 -5.053
H 0.238 0.933 -4.802
H -0.692 2.052 -3.788
H -3.053 0.651 -3.283
H -2.155 0.997 -1.802
H -2.737 -0.652 -2.145
H -1.888 -1.405 -4.712
H -1.144 -2.194 -3.311
H -0.123 -1.530 -4.586
H 4.244 -2.244 -1.815
H 4.719 -0.762 -2.657
H 5.347 -2.326 -3.201
H 2.766 -3.965 -3.078
H 3.844 -3.916 -4.482
H 2.130 -3.532 -4.669
H 3.680 -0.170 -4.866
H 2.711 -1.369 -5.731
H 4.447 -1.624 -5.520
H 4.882 1.870 -3.365
H 4.260 1.893 -1.701
H 4.683 3.406 -2.514
H 3.398 2.511 -5.272
H 3.267 4.133 -4.577
H 1.804 3.212 -4.967
H 1.968 2.908 -1.247
H 0.951 3.433 -2.612
H 2.385 4.367 -2.161
C -7.390 -0.496 3.916
C -7.311 -0.004 2.472
N -5.984 -0.157 1.864
C -5.189 1.042 1.682
C -4.466 1.461 2.964
C -5.613 -1.416 1.546
O -6.336 -2.376 1.753
C -4.303 -1.709 0.829
C -4.373 -2.811 -0.031
C -3.246 -3.226 -0.718
C -2.075 -2.517 -0.544
N -1.979 -1.475 0.293
C -3.068 -1.100 0.983
H -8.380 -0.272 4.309
H -6.648 -0.001 4.542
H -7.240 -1.570 3.961
H -7.572 1.052 2.419
H -8.020 -0.576 1.869
H -5.860 1.846 1.374
H -4.487 0.886 0.862
H -5.183 1.828 3.695
H -3.755 2.262 2.761
H -3.937 0.617 3.410
H -5.317 -3.331 -0.120
H -3.275 -4.082 -1.376
H -1.177 -2.796 -1.087
H -2.911 -0.311 1.704
N 2.474 -5.018 0.198
N 1.739 -4.053 0.764
N 1.160 -4.201 1.932
C 0.482 -3.080 2.063
N 0.669 -2.289 0.994
N 1.483 -2.935 0.165
H 2.806 -5.713 0.853
H 3.125 -4.689 -0.499
H -0.129 -2.848 2.914
*
```